Here is a molecular structure, C17H17N8O7P2S2Tl at a distorted geometry from the Open Molecules 2025 dataset. Energies are from ωB97M-V with the def2-TZVPD basis set.

Total energy = -3274.66531 a.u.
HOMO-LUMO gap = 0.2875 hartree
Energy relative to the best compared isomer or geometry (same formula, charge and spin) = 2.76 kcal per mole

Geometry (Å):
Tl: 0.7592 -0.5773 -0.3903
S: 3.2796 -0.4148 -0.8755
C: 3.0363 1.2323 -0.5613
N: 1.8614 1.6679 -0.2005
C: 1.8227 3.0280 -0.0748
C: 0.7023 3.7986 0.2243
C: 0.8250 5.1726 0.2519
C: 2.0503 5.7892 0.0163
C: 3.1821 5.0418 -0.2572
C: 3.0571 3.6649 -0.3190
S: 4.2661 2.4598 -0.7155
H: -0.2405 3.3077 0.4051
H: -0.0456 5.7812 0.4522
H: 2.1175 6.8664 0.0464
H: 4.1362 5.5110 -0.4414
N: 0.8982 -1.2898 4.0874
C: 0.9308 -0.3616 3.1194
N: 1.1929 -0.9440 1.9759
C: 1.3020 -2.2698 2.2822
N: 1.1323 -2.4943 3.5677
C: 1.5023 -3.2863 1.2660
C: 1.7375 -4.6306 1.5601
N: 1.8166 -5.5388 0.6055
C: 1.6845 -5.1298 -0.6444
C: 1.5164 -3.7824 -0.9614
N: 1.4235 -2.8796 -0.0031
H: 0.7139 -1.1856 5.0754
H: 0.7677 0.6859 3.2690
H: 1.8670 -4.9651 2.5802
H: 1.7240 -5.8911 -1.4108
H: 1.4499 -3.4234 -1.9777
O: -1.3167 -2.7962 -3.4774
P: -1.1693 -1.3154 -2.9327
O: -1.5992 -0.2895 -3.8742
O: 0.2460 -1.2111 -2.3312
O: -2.1836 -1.3315 -1.6167
P: -1.8377 -2.3435 -0.3999
O: -3.2772 -2.4255 0.3021
O: -1.3705 -3.6527 -0.9160
O: -0.9849 -1.6099 0.6132
H: -1.3170 -3.3907 -2.7037
H: -3.8431 -2.9632 -0.2496
C: -4.2369 1.6562 0.5065
N: -2.9846 1.5448 -0.1840
C: -2.6926 1.9256 -1.4608
C: -1.3944 1.5787 -1.6858
N: -0.9027 0.9933 -0.5591
C: -1.8822 0.9882 0.3224
H: -4.9395 2.2250 -0.0982
H: -4.0933 2.1616 1.4644
H: -4.6430 0.6612 0.6961
H: -3.4205 2.3720 -2.1048
H: -0.8078 1.6960 -2.5727
H: -1.8161 0.5830 1.3115